Record 1
Computed, not measured: 3 unconnected molecules or ions with the total composition C4H13NO2 at a distorted geometry, with ωB97M-V/def2-TZVPD.

Computed properties:
Multiplicity ... 1
Structure (SMILES) ... C=C(N)CC.O.O
ΔE to the lowest compared entry with this formula, charge and spin ... 2.162 eV
Highest occupied orbital energy ... -7.971 eV
Energy ... -9942.03449 eV

```
20
Properties=species:S:1:pos:R:3:forces:R:3
C -0.6609 -1.0949 2.5845 -2.4 3.9 -3.7
C -0.2091 -1.0597 1.0401 2.0 -1.3 0.1
C 0.6544 0.1838 0.9674 1.0 -1.1 -2.1
C 1.9908 0.2249 1.2231 0.3 1.4 0.7
N -0.0229 1.1605 0.2139 2.0 3.3 0.8
H -0.3361 -1.8807 3.0955 1.2 -3.5 1.9
H -0.3678 -0.1795 3.1097 0.6 -0.2 -0.3
H -1.7370 -0.9467 2.6118 -0.4 -0.8 0.2
H 0.3805 -2.0552 0.6932 -1.1 2.3 1.3
H -0.8372 -0.8753 0.1268 -0.7 -0.6 1.6
H 2.5370 -0.5362 1.8222 -0.8 0.4 -0.7
H 2.6215 1.1640 1.0484 -1.2 -1.3 0.2
H -1.0314 1.2626 0.0491 0.8 -0.8 0.5
H 0.4518 2.1034 0.3915 -1.3 -1.7 -0.6
H -1.4355 0.0497 -2.6892 1.3 -0.6 -2.2
H -2.7413 -0.2063 -1.9332 -2.4 -1.3 -0.5
O -1.9218 0.1979 -1.9227 1.0 1.9 2.7
H 0.6190 0.8837 -2.2706 -0.1 -0.1 -0.2
H 1.2126 -0.4574 -2.6422 -1.0 1.4 -1.0
O 0.6935 0.3053 -3.0525 1.1 -1.3 1.4
```
Positions in Å, forces in eV/Å.

Mulliken population analysis, charges in e, atoms 1 to 2:
1. C -1.1907
2. C -0.1761

Record 2
Computed, not measured: 2 unconnected molecules or ions with the total composition CH2Br3ClSi, with ωB97M-V/def2-TZVPD.

Computed properties:
Multiplicity ... 1
ΔE to the lowest compared entry with this formula, charge and spin ... 2.482 eV
Highest occupied orbital energy (spin up / spin down) ... -8.016 / -8.804 eV
Energy ... -231597.41798 eV

```
8
Properties=species:S:1:pos:R:3:forces:R:3
C -1.5328 1.3135 -1.6572 0.0 0.8 0.6
Si 1.2007 -1.0157 1.1220 -0.4 0.9 0.1
Cl -0.9736 -0.0568 -0.8344 -0.1 -0.2 -0.5
Br 2.2013 0.5915 2.3242 0.0 -0.3 -0.1
Br 2.6174 -2.4814 0.3736 0.5 -0.5 -0.1
Br -0.4028 -1.9423 2.3341 0.0 -0.1 0.1
H -1.3636 1.4796 -2.7295 0.0 -0.3 0.7
H -1.7467 2.1115 -0.9327 0.0 -0.2 -0.9
```
Positions in Å, forces in eV/Å.

Mulliken population analysis, charges in e, atoms 1 to 2:
1. C -0.5236
2. Si 0.5330